(1)
A structure of composition C19H37O5PPdS2Si2Te, computed with ωB97M-V with the def2-TZVPD basis set.

## Properties
2S+1: 2
DFT total energy (eV): -88026.878
Molecular weight (g mol⁻¹): 730.80
⟨S²⟩: 0.758
Highest occupied orbital energy (alpha / beta) (eV): -10.8 / -10.8
Net charge: +1

Atoms and positions in Å:
Pd: 1.132 -0.225 0.201
C: 2.427 -6.696 1.082
C: 1.358 -5.661 1.314
O: 1.984 -4.337 1.223
P: 1.435 -3.116 0.436
S: 2.913 -1.804 0.196
S: -0.037 -1.987 1.244
O: 0.916 -3.792 -0.897
C: 0.271 -3.061 -1.960
C: 0.723 -3.631 -3.280
H: 1.994 -7.690 1.192
H: 3.232 -6.588 1.807
H: 2.839 -6.607 0.078
H: 0.933 -5.722 2.314
H: 0.563 -5.725 0.573
H: 0.531 -1.999 -1.883
H: -0.806 -3.156 -1.814
H: 1.792 -3.475 -3.421
H: 0.186 -3.144 -4.094
H: 0.518 -4.700 -3.325
C: 2.157 1.529 -1.325
Si: 0.898 2.584 -2.254
C: 1.569 4.275 -2.634
C: 0.423 1.667 -3.812
C: -0.593 2.780 -1.112
Te: -1.110 1.102 0.072
C: -2.149 0.097 -1.493
Si: -4.035 0.209 -1.279
C: -4.503 1.996 -0.994
C: -4.475 -0.858 0.189
C: -4.797 -0.431 -2.857
H: 3.183 1.601 -1.688
H: 1.903 0.465 -1.538
H: 2.176 1.800 -0.260
H: 2.424 4.216 -3.310
H: 1.889 4.790 -1.727
H: 0.807 4.890 -3.117
H: 1.254 1.676 -4.522
H: -0.432 2.131 -4.306
H: 0.174 0.621 -3.616
H: -1.499 3.035 -1.668
H: -0.398 3.555 -0.372
H: -1.843 -0.951 -1.475
H: -1.817 0.532 -2.436
H: -4.024 2.426 -0.110
H: -5.581 2.079 -0.844
H: -4.247 2.615 -1.857
H: -3.844 -0.637 1.054
H: -4.355 -1.916 -0.051
H: -5.511 -0.704 0.497
H: -4.492 0.176 -3.712
H: -5.887 -0.405 -2.806
H: -4.499 -1.463 -3.053
O: 0.684 0.464 4.721
C: 1.341 1.650 4.821
C: 1.693 2.189 6.054
C: 2.335 3.413 6.122
C: 2.619 4.128 4.966
C: 2.253 3.601 3.742
C: 1.628 2.360 3.654
C: 1.270 1.848 2.300
O: 0.774 2.581 1.440
O: 1.559 0.603 2.108
H: 0.546 0.105 5.604
H: 1.458 1.643 6.960
H: 2.607 3.814 7.089
H: 3.114 5.087 5.023
H: 2.448 4.146 2.828

(2)
A cluster of 5 separate species, C30H62N2O8S3 in total, computed with ωB97M-V with the def2-TZVPD basis set.

## Properties
DFT total energy (eV): -83972.443
Molecular weight (g mol⁻¹): 675.03
Highest occupied orbital energy (eV): -8.1
SMILES: CC1(C)CCCC(C)(C)N1O.CC1(C)CCCC(C)(C)N1O.O=S1(=O)CCCC1.O=S1(=O)CCCC1.O=S1(=O)CCCC1

Atoms and positions in Å:
C: -1.316 -1.617 0.545
C: 0.191 -1.120 0.616
C: 0.745 -1.288 2.021
C: 0.923 -2.056 -0.406
C: 2.322 -1.509 -0.665
C: 2.259 -0.204 -1.211
C: 1.412 0.904 -0.390
C: 2.296 1.498 0.796
C: 1.024 1.974 -1.429
N: 0.162 0.272 0.027
O: -0.759 1.126 0.563
H: -1.445 -2.552 1.090
H: -1.590 -1.911 -0.469
H: -1.972 -0.963 1.120
H: 0.283 -2.006 2.698
H: 0.606 -0.312 2.485
H: 1.790 -1.599 2.030
H: 1.136 -3.049 -0.010
H: 0.400 -2.135 -1.359
H: 2.626 -2.180 -1.468
H: 3.141 -1.685 0.033
H: 1.846 -0.376 -2.205
H: 3.285 0.160 -1.256
H: 1.702 2.157 1.429
H: 2.639 0.726 1.483
H: 3.216 1.894 0.366
H: 1.959 2.371 -1.825
H: 0.615 1.803 -2.425
H: 0.607 2.844 -0.922
H: -1.476 1.136 -0.074
C: -8.326 4.410 -6.216
C: -7.514 3.102 -6.728
C: -7.865 1.933 -5.779
C: -8.024 2.824 -8.186
C: -7.425 3.679 -9.403
C: -5.852 3.684 -9.240
C: -5.411 4.182 -7.836
C: -3.927 3.745 -7.973
C: -5.442 5.636 -7.527
N: -6.040 3.378 -6.719
O: -5.535 3.540 -5.334
H: -8.389 5.168 -6.996
H: -9.276 4.154 -5.747
H: -7.768 5.027 -5.511
H: -7.462 0.969 -6.089
H: -7.719 2.016 -4.702
H: -8.954 1.880 -5.775
H: -7.875 1.764 -8.388
H: -9.059 3.166 -8.202
H: -7.621 3.195 -10.360
H: -7.705 4.717 -9.223
H: -5.588 4.275 -10.117
H: -5.477 2.687 -9.472
H: -3.810 2.667 -7.869
H: -3.254 4.221 -7.260
H: -3.475 4.089 -8.903
H: -6.340 6.036 -7.997
H: -4.625 6.243 -7.918
H: -5.412 5.868 -6.462
H: -5.041 2.718 -5.373
O: 8.171 1.128 7.776
S: 8.568 0.776 6.385
O: 8.554 1.781 5.278
C: 10.219 0.027 6.334
C: 10.050 -1.462 5.991
C: 8.837 -1.612 5.112
C: 7.739 -0.768 5.768
H: 10.848 0.443 7.120
H: 10.550 0.492 5.405
H: 10.952 -1.766 5.459
H: 9.935 -1.967 6.950
H: 8.546 -2.660 5.180
H: 8.788 -1.249 4.085
H: 7.131 -1.225 6.549
H: 7.074 -0.255 5.072
O: 2.193 -9.199 0.678
S: 3.293 -9.751 1.439
O: 3.084 -11.100 2.031
C: 4.802 -9.694 0.377
C: 5.752 -9.198 1.382
C: 5.135 -8.145 2.347
C: 3.743 -8.678 2.818
H: 4.503 -9.004 -0.412
H: 5.124 -10.678 0.038
H: 6.246 -9.959 1.987
H: 6.627 -8.723 0.937
H: 4.973 -7.255 1.739
H: 5.814 -7.922 3.169
H: 3.058 -7.833 2.767
H: 3.761 -9.291 3.720
O: -1.037 4.207 8.694
S: -1.109 2.984 7.877
O: 0.044 2.122 7.520
C: -2.514 1.814 8.211
C: -3.652 2.585 7.660
C: -3.142 2.809 6.230
C: -1.817 3.571 6.332
H: -2.560 1.537 9.264
H: -2.358 0.929 7.594
H: -4.657 2.167 7.721
H: -3.698 3.471 8.294
H: -3.971 3.375 5.804
H: -2.911 1.931 5.627
H: -2.024 4.637 6.236
H: -1.076 3.330 5.570

(3)
A structure of composition C21H33HfN2O4P2, computed with ωB97M-V with the def2-TZVPD basis set.

## Properties
DFT total energy (eV): -53361.296
Molecular weight (g mol⁻¹): 617.94
Highest occupied orbital energy (eV): -9.5
Net charge: +1

Atoms and positions in Å:
C: -0.932 2.502 -2.960
C: -0.970 1.630 -1.882
N: 0.131 1.350 -1.111
C: 1.306 1.882 -1.551
C: 1.372 2.850 -2.550
C: 0.222 3.217 -3.235
C: -2.287 0.968 -1.560
P: -2.248 -0.333 -0.223
Hf: 0.088 -0.080 0.684
P: 2.548 -0.262 -0.148
C: 2.594 1.405 -0.960
C: -0.581 -2.176 1.439
C: -1.128 -2.110 2.726
C: -0.914 -3.183 3.602
C: -0.220 -4.320 3.193
C: 0.242 -4.403 1.879
C: 0.058 -3.336 0.988
O: -2.106 -1.851 -5.615
O: 1.348 -2.516 -3.541
H: -1.856 2.708 -3.506
H: 2.350 3.251 -2.824
H: 0.249 3.980 -4.011
C: -3.574 0.575 0.626
C: -3.088 -1.765 -0.925
H: 3.357 1.323 -1.753
H: 2.968 2.135 -0.227
H: -2.759 0.479 -2.400
H: -3.026 1.754 -1.333
C: 3.836 -0.120 1.081
C: 3.232 -1.324 -1.391
H: -1.738 -1.258 3.049
H: -1.278 -3.122 4.625
H: -0.035 -5.140 3.888
H: 0.772 -5.291 1.552
H: 0.426 -3.404 -0.041
H: 0.699 -1.898 -3.935
H: 1.665 -3.043 -4.311
H: -1.913 -1.816 -4.675
H: -2.431 -0.969 -5.864
H: 1.700 -1.164 0.886
H: -4.456 0.505 -0.026
H: -3.790 0.143 1.603
H: -3.281 1.630 0.743
H: -4.172 -1.610 -0.911
H: -2.760 -1.985 -1.948
H: -2.858 -2.636 -0.304
H: 4.221 -0.928 -1.639
H: 3.361 -2.314 -0.951
H: 2.599 -1.406 -2.279
H: 4.747 0.083 0.520
H: 3.598 0.673 1.792
H: 3.888 -1.097 1.566
O: -1.522 3.612 1.151
C: -0.783 3.156 2.007
C: -0.166 3.858 3.239
C: 0.632 2.771 3.971
C: 0.521 1.599 2.974
O: 1.099 0.467 2.927
N: -0.334 1.840 1.960
H: 0.502 4.676 2.905
H: -0.961 4.301 3.866
H: 1.679 3.050 4.213
H: 0.160 2.489 4.933